Entry 1:
The following is a DFT calculation (ωB97M-V/def2-TZVPD) of a structure of composition C30H43F10N6PtSi4.

Cartesian coordinates (Å):
Pt -0.466059 0.168199 -0.731167
C -2.320358 2.860187 0.416391
N -2.196391 2.028776 -0.758800
C -1.620577 2.721878 -1.898049
C -0.097434 2.896425 -1.776743
N 0.625072 1.622310 -1.696886
C 1.873537 1.591093 -2.224484
C 2.486855 0.372206 -2.611002
F 1.832002 -0.787881 -2.462803
C 3.744647 0.288509 -3.168900
F 4.234629 -0.911594 -3.508973
C 4.494773 1.424098 -3.420399
F 5.716474 1.343344 -3.975306
C 3.942545 2.639006 -3.073551
F 4.649667 3.764695 -3.252183
C 2.688877 2.715460 -2.492056
F 2.326815 3.951961 -2.067575
C -3.344402 1.165424 -0.969077
C -3.325728 -0.035629 -0.014352
N -2.157833 -0.899042 -0.217547
C -2.325767 -2.217592 0.060530
C -1.585179 -3.211540 -0.618695
F -0.753124 -2.859207 -1.606777
C -1.710664 -4.562712 -0.371797
F -0.981049 -5.433649 -1.080282
C -2.622556 -5.035456 0.556396
F -2.761733 -6.352400 0.783227
C -3.392271 -4.107700 1.228468
F -4.256044 -4.517654 2.169262
C -3.241432 -2.753234 0.991830
F -3.924153 -1.937183 1.829850
H -3.107104 3.625230 0.291407
H -1.379251 3.361361 0.623691
H -2.561559 2.252597 1.287967
H -2.069992 3.719527 -2.043737
H -1.828411 2.135074 -2.794200
H 0.129915 3.554952 -0.929660
H 0.214898 3.439653 -2.675905
H -3.315060 0.800800 -1.996949
H -4.296650 1.706745 -0.834885
H -4.244105 -0.608649 -0.200265
H -3.400780 0.334422 1.010538
C 3.882237 -1.019897 0.148637
Si 2.421301 -1.511297 1.234863
C 3.165555 -1.914634 2.931946
C 1.838173 -3.171713 0.571936
Si 0.700927 0.123501 1.287867
Si 1.850699 2.084772 1.988997
C 2.829064 1.916534 3.601123
C 3.168006 2.695024 0.789050
C 0.720132 3.571149 2.299777
Si -0.464475 -0.581134 3.239558
C 0.466113 -0.352190 4.873105
C -0.814310 -2.439707 3.170909
C -2.102197 0.285413 3.624663
H 4.701092 -1.729015 0.301606
H 4.255683 -0.021334 0.372550
H 3.609209 -1.050079 -0.904661
H 3.980329 -2.630409 2.789244
H 2.431068 -2.378768 3.592084
H 3.573439 -1.042849 3.444621
H 2.639859 -3.908125 0.683712
H 1.588025 -3.099245 -0.484892
H 0.965564 -3.543712 1.107852
H 3.520861 1.073687 3.586758
H 2.201230 1.819137 4.481943
H 3.422144 2.829627 3.712744
H 4.030732 2.027938 0.780542
H 3.516902 3.682446 1.105743
H 2.802344 2.776630 -0.231392
H -0.152635 3.313759 2.903021
H 0.371249 4.017315 1.367457
H 1.288821 4.336165 2.836578
H 1.517738 -0.633807 4.830969
H -0.028407 -0.985754 5.616493
H 0.402069 0.676119 5.230319
H 0.039163 -2.993368 3.568206
H -0.988511 -2.793599 2.156845
H -1.689830 -2.696077 3.773582
H -1.996055 1.372694 3.622016
H -2.411786 -0.015879 4.630138
H -2.906251 0.014681 2.943290
N -4.086766 -1.926224 -4.743952
C -2.963477 -1.145386 -4.573933
C -2.299727 -1.109867 -3.334258
N -1.212358 -0.390706 -3.153768
C -0.741852 0.284811 -4.213235
C -1.400335 0.241289 -5.422837
N -2.522122 -0.457213 -5.613488
H -4.610830 -2.162284 -3.918810
H -4.635719 -1.699870 -5.556816
H -2.678224 -1.657879 -2.480499
H 0.153906 0.868637 -4.072126
H -1.022807 0.797886 -6.272627

Cartesian forces (eV/Å) of the 3 atoms listed first:
Pt 0.2 -0.1 0.2
C 0.0 0.0 0.0
N -0.3 0.3 -0.1

Computed properties:
- Kohn-Sham gap (Ha) = 0.2327
- spin multiplicity = 1
- max |F| (eV Å⁻¹) = 0.4
- total energy (eV) = -102683.5557
- LUMO level (eV) = 2.054
- net charge = -1
- HOMO level (Ha) = -0.157
- energy above the lowest of the compared OMol25 structures with the same formula, charge and spin (kJ/mol) = 0.0

Atom charges from the Löwdin analysis, given in e for atoms 1 to 2: number 1, Pt, carries 0.829; number 2, C, carries -0.070

***

Entry 2:
The following is a DFT calculation (ωB97M-V/def2-TZVPD) of a structure of composition C30H44AlBN7S5.

Cartesian coordinates (Å):
Al -0.474355 0.708641 0.266774
C -0.414012 -3.128509 3.775958
C -0.062486 -3.523281 2.372895
C 0.145121 -4.828150 2.039107
C 0.470209 -5.206882 0.717783
N 0.668893 -4.289349 -0.197931
N 0.490867 -2.992817 0.128821
B 0.829575 -2.119242 -1.094056
N 1.729222 -0.894495 -0.928837
N 2.307029 -1.983919 -1.497086
C 3.531396 -1.986688 -1.963162
C 4.217235 -0.743945 -1.854069
C 3.679143 0.358550 -1.270418
C 4.433190 1.640252 -1.152856
C 2.323888 0.271938 -0.755004
S 1.616937 1.611192 0.019217
C 4.171858 -3.197156 -2.578894
C 5.576481 -3.368960 -1.968844
C 4.279125 -2.928388 -4.093261
C 3.340519 -4.437598 -2.302773
N -0.228074 -2.166931 -2.214871
N -0.095792 -3.325137 -2.906498
C -0.962351 -3.593447 -3.851518
C -2.058825 -2.727817 -4.078150
C -2.170811 -1.539802 -3.424567
C -3.280339 -0.580001 -3.730955
C -1.162705 -1.240023 -2.467058
S -1.111799 0.396382 -1.872851
C -0.788057 -4.828343 -4.719265
C -1.988786 -5.761015 -4.487036
C -0.764447 -4.379981 -6.192292
C 0.511294 -5.563329 -4.409444
C 0.081993 -2.566944 1.333047
S -0.235459 -0.921637 1.792264
C 0.545292 -6.663469 0.280768
C 0.524099 -7.611588 1.481777
C 1.813484 -6.910047 -0.542704
C -0.698086 -6.919183 -0.589255
H -0.649864 -4.010419 4.366334
H 0.429461 -2.618160 4.247790
H -1.261649 -2.445837 3.805829
H 0.044609 -5.587548 2.802388
H 5.224259 -0.688422 -2.243463
H 5.428544 1.553477 -1.581313
H 3.897293 2.445291 -1.661628
H 4.524598 1.937110 -0.105061
H 6.258513 -2.565975 -2.249860
H 5.539352 -3.434884 -0.879004
H 6.000840 -4.299910 -2.344354
H 4.903802 -2.061324 -4.316064
H 4.738389 -3.797403 -4.565697
H 3.294844 -2.777184 -4.543627
H 3.262264 -4.619881 -1.229573
H 2.332434 -4.354363 -2.708755
H 3.826931 -5.301284 -2.756531
H -2.810408 -3.002436 -4.808028
H -4.055110 -1.074275 -4.313232
H -3.719683 -0.171076 -2.822089
H -2.904660 0.263909 -4.315414
H -2.943178 -5.272502 -4.696806
H -1.908081 -6.616948 -5.157678
H -2.012139 -6.134980 -3.462074
H -1.704835 -3.925119 -6.509383
H 0.045304 -3.670522 -6.378827
H -0.597776 -5.252415 -6.824874
H 0.589074 -5.830202 -3.355516
H 0.546222 -6.480267 -4.998633
H 1.379870 -4.960562 -4.682766
H 1.365114 -7.439173 2.159416
H -0.409843 -7.549319 2.045867
H 0.606799 -8.635202 1.117328
H 2.711238 -6.619165 0.008813
H 1.892370 -7.974302 -0.768282
H 1.784300 -6.364915 -1.484421
H -1.619606 -6.768997 -0.020804
H -0.703259 -6.249030 -1.449671
H -0.688077 -7.949872 -0.947143
S -1.695915 2.477181 1.002417
C -3.075175 2.034550 1.928787
N -3.918275 2.964818 2.270659
C -5.066048 2.595406 3.113143
C -5.003294 1.071686 3.321865
S -3.483228 0.470999 2.493649
H -3.767587 3.930576 2.003389
H -5.983245 2.894037 2.612704
H -5.000432 3.132853 4.055921
H -5.852128 0.558451 2.881654
H -4.932542 0.806318 4.372285

Cartesian forces (eV/Å) of the 3 atoms listed first:
Al 0.1 -0.3 -0.2
C 0.1 0.0 0.0
C -0.1 0.0 0.2

Computed properties:
- Kohn-Sham gap (Ha) = 0.3022
- spin multiplicity = 1
- max |F| (eV Å⁻¹) = 0.3
- total energy (eV) = -103686.2326
- LUMO level (eV) = -8.663
- net charge = +3
- HOMO level (Ha) = -0.621

Atom charges from the Löwdin analysis, given in e for atoms 1 to 2: number 1, Al, carries -0.532; number 2, C, carries -0.041

***

Q: Look up the spin multiplicity of the second one.
A: 1